1.
Computed, not measured: one molecule with the formula C8H6O2S at a distorted geometry, with ωB97M-V/def2-TZVPD.

Last column: natural (NBO) charge in e.
CARTESIAN COORDINATES (ANGSTROEM)
1 S 0.56 1.98 1.40  0.100
2 O 2.80 -0.38 -1.75  -0.488
3 O -2.69 -0.54 -0.93  -0.474
4 C -1.52 -0.42 -1.04  0.584
5 C -0.28 -0.69 1.60  -0.386
6 C 1.13 -0.73 -0.23  -0.290
7 C 0.53 0.07 -2.56  -0.220
8 C 0.64 0.33 0.94  -0.186
9 C -0.33 -0.62 0.12  -0.143
10 C -0.80 0.03 -2.28  -0.243
11 C 1.63 -0.32 -1.58  0.524
12 H -1.45 0.28 -3.08  0.224
13 H 0.87 0.20 -3.56  0.228
14 H 0.36 -1.47 2.06  0.193
15 H 1.78 -1.50 0.17  0.233
16 H 0.88 1.75 2.60  0.111
17 H -1.01 -0.37 2.28  0.233

Summary:
E_HOMO	-8.856	eV
energy above the lowest of the compared OMol25 structures with the same formula, charge and spin	2.163	eV
LUMO level	-1.13	eV
E_tot	-23319.1205	eV
charge	0
SMILES	O=C1C=CC(=O)[C@@]23C[C@]2(S)[C@H]13

---

2.
Computed, not measured: one molecule with the formula C8H6O3 at a distorted geometry, with ωB97M-V/def2-TZVPD.

Last column: natural (NBO) charge in e.
CARTESIAN COORDINATES (ANGSTROEM)
1 O -2.02 0.40 -1.45  -0.617
2 O -1.72 1.28 1.11  -0.721
3 O 1.60 1.44 -1.04  -0.651
4 C 0.67 0.27 1.03  -0.313
5 C -0.20 -1.08 -1.12  -0.088
6 C 0.62 -1.27 0.87  -0.163
7 C 1.23 -1.06 -0.56  -0.337
8 C 1.46 0.39 -0.18  0.352
9 C -0.87 0.16 -0.91  0.361
10 C -0.89 -1.12 0.34  -0.208
11 C -0.82 0.42 0.51  0.179
12 H -2.23 0.96 1.93  0.508
13 H 0.87 0.87 1.86  0.249
14 H 1.13 -2.02 1.49  0.235
15 H 1.98 1.09 -1.82  0.487
16 H -2.70 0.79 -0.87  0.510
17 H 1.89 -1.53 -1.18  0.215

Summary:
E_HOMO (spin up / spin down)	-7.467 / -7.288	eV
energy above the lowest of the compared OMol25 structures with the same formula, charge and spin	10.162	eV
LUMO level (spin up / spin down)	0.18 / -0.32	eV
E_tot	-14525.4110	eV
charge	0

---

3.
Computed, not measured: one molecule with the formula C8H7Br2NSi at a distorted geometry, with ωB97M-V/def2-TZVPD.

Last column: natural (NBO) charge in e.
CARTESIAN COORDINATES (ANGSTROEM)
1 Br 2.94 -1.72 -1.11  -0.226
2 Br 1.56 1.53 -1.87  -0.230
3 Si 2.26 0.16 -0.22  1.248
4 N 4.99 1.77 1.04  -0.394
5 C -1.24 0.96 0.47  -0.208
6 C -0.71 -1.30 -0.18  -0.226
7 C 0.99 0.01 1.21  -0.882
8 C -2.76 -0.32 -0.91  -0.196
9 C 4.15 1.07 0.72  -0.059
10 C -1.95 -1.42 -0.74  -0.189
11 C -0.36 -0.12 0.52  -0.021
12 C -2.34 0.89 -0.39  -0.183
13 H -2.14 -2.31 -1.14  0.203
14 H -2.95 1.77 -0.49  0.214
15 H -3.59 -0.46 -1.45  0.207
16 H 1.11 -0.83 1.83  0.265
17 H -0.93 1.78 0.93  0.204
18 H 1.07 0.74 1.91  0.259
19 H -0.08 -2.20 -0.12  0.216

Summary:
E_HOMO	-9.631	eV
energy above the lowest of the compared OMol25 structures with the same formula, charge and spin	0.000	eV
LUMO level	-0.24	eV
E_tot	-157863.0821	eV
charge	0
SMILES	N#C[Si](Br)(Br)Cc1ccccc1

---

4.
Computed, not measured: one molecule with the formula C8H7BrF3NO at a distorted geometry, with ωB97M-V/def2-TZVPD.

Last column: natural (NBO) charge in e.
CARTESIAN COORDINATES (ANGSTROEM)
1 Br 3.80 -1.64 -2.36  0.057
2 F -2.24 -1.38 0.84  -0.307
3 F -0.84 -0.87 2.36  -0.290
4 F -2.67 0.18 2.21  -0.357
5 O -2.24 1.07 -0.34  -0.787
6 N -0.64 1.78 1.40  -0.811
7 C 1.00 -1.15 -1.96  -0.239
8 C 2.46 -0.36 -0.23  -0.229
9 C -0.95 0.67 0.65  0.342
10 C -0.14 -0.66 -1.34  -0.164
11 C -1.64 -0.41 1.48  0.943
12 C 2.27 -0.90 -1.47  -0.063
13 C 0.11 0.07 -0.17  -0.104
14 C 1.36 0.22 0.37  -0.202
15 H 3.50 -0.07 0.06  0.237
16 H -2.61 0.29 -0.69  0.455
17 H 0.97 -1.91 -2.79  0.236
18 H -0.16 2.54 0.75  0.388
19 H -1.16 -0.55 -1.78  0.237
20 H -1.46 2.26 1.70  0.407
21 H 1.27 0.80 1.31  0.252

Summary:
E_HOMO	-9.556	eV
energy above the lowest of the compared OMol25 structures with the same formula, charge and spin	1.008	eV
LUMO level	0.44	eV
E_tot	-90141.0932	eV
charge	0
SMILES	N[C@@](O)(c1ccc(Br)cc1)C(F)(F)F

---

5.
Computed, not measured: a 3-piece molecular cluster, C8H7Cl2O3 overall at a distorted geometry, with ωB97M-V/def2-TZVPD.

Last column: natural (NBO) charge in e.
CARTESIAN COORDINATES (ANGSTROEM)
1 Cl 3.90 -1.55 0.35  0.008
2 Cl -3.02 0.43 0.69  -0.834
3 O 0.36 -1.55 0.58  -0.543
4 O -4.14 -1.24 -1.38  -0.563
5 O -5.63 -0.83 0.32  -0.581
6 C -0.78 -2.13 -0.18  -0.245
7 C 0.97 2.09 0.04  -0.170
8 C 2.38 2.17 0.04  -0.240
9 C 3.00 -0.13 0.20  -0.094
10 C 0.19 0.85 0.19  -0.458
11 C 3.36 1.16 -0.01  -0.366
12 C -4.75 -0.94 -0.46  1.048
13 C 0.77 -0.31 0.51  0.507
14 H 0.34 3.03 0.02  0.212
15 H 4.35 1.59 -0.21  0.205
16 H -1.61 -1.51 0.03  0.246
17 H -1.08 -2.98 0.25  0.182
18 H -0.35 -2.20 -1.16  0.185
19 H -0.94 0.79 0.18  0.307
20 H 2.69 3.26 0.02  0.195

Summary:
E_HOMO	-4.831	eV
energy above the lowest of the compared OMol25 structures with the same formula, charge and spin	2.539	eV
LUMO level	2.92	eV
E_tot	-39594.8723	eV
charge	-1

---

6.
Computed, not measured: one molecule with the formula C8H7F2N at a distorted geometry, with ωB97M-V/def2-TZVPD.

Last column: natural (NBO) charge in e.
CARTESIAN COORDINATES (ANGSTROEM)
1 F -2.98 0.09 -0.05  -0.336
2 F -2.22 -0.73 -1.87  -0.346
3 N -1.53 -1.67 0.06  -0.664
4 C 1.99 1.38 0.50  -0.211
5 C -0.42 0.37 -0.38  -0.051
6 C -0.10 1.67 -0.67  -0.229
7 C -1.94 -0.59 -0.56  0.840
8 C 1.09 2.22 -0.22  -0.204
9 C -0.08 -1.87 0.45  -0.207
10 C 0.43 -0.47 0.27  -0.071
11 C 1.74 0.02 0.72  -0.206
12 H -0.05 -2.36 1.38  0.212
13 H -0.80 2.45 -0.90  0.223
14 H 0.20 -2.61 -0.35  0.202
15 H 2.97 1.78 0.82  0.214
16 H -1.93 -2.51 -0.20  0.382
17 H 2.45 -0.46 1.48  0.229
18 H 1.17 3.29 -0.49  0.223

Summary:
E_HOMO	-9.389	eV
energy above the lowest of the compared OMol25 structures with the same formula, charge and spin	0.682	eV
LUMO level	0.85	eV
E_tot	-15333.1059	eV
charge	0
SMILES	FC1(F)NCc2ccccc21

---

7.
Computed, not measured: an isolated ion of composition C8H7N2O4S and charge -1 at a distorted geometry, with ωB97M-V/def2-TZVPD.

Last column: natural (NBO) charge in e.
CARTESIAN COORDINATES (ANGSTROEM)
1 S -0.43 -1.37 0.22  2.291
2 O -4.14 1.96 -0.20  -0.588
3 O -0.07 -0.88 1.51  -0.965
4 O -4.07 -0.27 -0.37  -0.690
5 O -0.81 -2.79 0.20  -0.986
6 N -1.70 -0.54 -0.32  -0.992
7 N -1.22 1.74 0.05  -0.502
8 C 2.16 -1.00 -0.75  -0.193
9 C 0.93 -1.55 -0.89  -0.458
10 C -2.02 0.74 -0.11  0.341
11 C 2.40 0.93 0.85  -0.119
12 C 1.03 1.39 0.90  -0.319
13 C 2.88 -0.14 0.15  -0.293
14 C 0.09 1.49 -0.08  0.043
15 C -3.53 0.93 -0.26  0.733
16 H 3.96 -0.38 0.29  0.202
17 H 0.67 1.58 1.85  0.210
18 H 2.83 -1.68 -1.31  0.197
19 H 0.50 1.40 -1.17  0.170
20 H -3.20 -0.83 -0.56  0.511
21 H 0.73 -2.13 -1.68  0.213
22 H 2.99 1.40 1.67  0.195

Summary:
E_HOMO	-4.488	eV
energy above the lowest of the compared OMol25 structures with the same formula, charge and spin	1.394	eV
LUMO level	2.97	eV
E_tot	-30413.4677	eV
charge	-1
SMILES	O=C(O)/C1=N/C=C\C=C/C=C\[S@@](=O)([O-])=N1

---

8.
Computed, not measured: C8H7N2O5Tc as an isolated structure at a distorted geometry, with ωB97M-V/def2-TZVPD.

Last column: natural (NBO) charge in e.
CARTESIAN COORDINATES (ANGSTROEM)
1 Tc 1.27 1.74 -0.79  0.031
2 O 2.33 -0.49 1.16  -0.287
3 O 2.95 0.65 -3.16  -0.237
4 O 1.01 4.50 -2.23  -0.218
5 O -0.92 1.89 1.29  -0.197
6 O 2.99 3.65 0.94  -0.228
7 N -1.23 -2.00 0.42  -0.082
8 N -0.25 -0.19 -0.96  -0.269
9 C -2.68 -2.19 0.39  -0.447
10 C 2.35 2.93 0.28  0.656
11 C -0.69 -1.03 -0.26  0.567
12 C -0.69 2.13 0.12  0.225
13 C 1.09 3.44 -1.76  0.598
14 C 2.32 1.05 -2.27  0.614
15 C 1.94 0.35 0.47  0.607
16 C -0.43 -2.88 1.28  -0.444
17 H -0.03 -2.34 2.14  0.304
18 H 0.41 -3.30 0.71  0.300
19 H -1.51 2.53 -0.54  0.299
20 H -3.04 -2.25 -0.64  0.309
21 H -3.20 -1.37 0.91  0.313
22 H -2.90 -3.14 0.90  0.291
23 H -1.08 -3.69 1.62  0.294

Summary:
2S+1	4
E_HOMO (spin up / spin down)	-21.949 / -22.185	eV
⟨S²⟩	3.7873
energy above the lowest of the compared OMol25 structures with the same formula, charge and spin	0.000	eV
LUMO level (spin up / spin down)	-13.10 / -16.28	eV
E_tot	-23788.6407	eV
charge	+3

---

9.
Computed, not measured: one molecule with the formula C8H7N3O at a distorted geometry, with ωB97M-V/def2-TZVPD.

Last column: natural (NBO) charge in e.
CARTESIAN COORDINATES (ANGSTROEM)
1 O 1.85 1.81 -0.21  -0.481
2 N 2.20 0.53 -0.14  -0.089
3 N 3.38 -1.26 0.07  -0.276
4 N 2.04 -1.66 -0.02  -0.279
5 C 1.39 -0.49 -0.03  0.305
6 C -2.09 1.14 0.03  -0.211
7 C -2.97 -0.01 -0.03  -0.213
8 C -1.11 -1.40 -0.10  -0.174
9 C 3.45 0.02 0.00  0.097
10 C -0.21 -0.42 -0.03  -0.074
11 C -2.56 -1.22 -0.03  -0.207
12 C -0.75 0.97 0.07  -0.212
13 H 1.63 2.02 0.80  0.476
14 H -0.10 1.83 0.10  0.214
15 H 4.49 0.53 0.03  0.231
16 H -0.81 -2.45 -0.33  0.229
17 H -3.16 -2.17 -0.01  0.227
18 H -4.08 0.05 -0.05  0.215
19 H -2.57 2.18 -0.11  0.223

Summary:
E_HOMO	-9.178	eV
energy above the lowest of the compared OMol25 structures with the same formula, charge and spin	5.059	eV
LUMO level	0.12	eV
E_tot	-14923.0509	eV
charge	0
SMILES	On1cnnc1-c1ccccc1

---

10.
Computed, not measured: one molecule with the formula C8H7NO3 at a distorted geometry, with ωB97M-V/def2-TZVPD.

Last column: natural (NBO) charge in e.
CARTESIAN COORDINATES (ANGSTROEM)
1 O 2.12 -2.30 -0.49  -0.603
2 O -0.90 -1.88 -0.24  -0.512
3 O -2.39 0.07 -0.39  -0.433
4 N 0.96 0.94 0.17  -0.354
5 C 0.16 -1.39 0.53  0.054
6 C -0.76 2.21 -0.56  -0.361
7 C 0.63 2.17 -0.35  0.112
8 C 2.04 -0.01 0.13  -0.289
9 C -0.18 0.29 0.36  0.251
10 C 1.52 -1.42 0.00  0.229
11 C -1.29 0.93 -0.19  0.311
12 C -2.09 -1.25 0.09  0.210
13 H -0.10 -1.63 1.50  0.149
14 H 1.16 2.95 -0.72  0.226
15 H -2.88 -1.77 -0.33  0.195
16 H -2.12 -1.18 1.26  0.136
17 H 2.70 0.02 1.09  0.208
18 H 2.82 0.34 -0.73  0.214
19 H -1.42 2.91 -1.12  0.254

Summary:
2S+1	3
E_HOMO (spin up / spin down)	-4.256 / -8.428	eV
⟨S²⟩	2.0227
energy above the lowest of the compared OMol25 structures with the same formula, charge and spin	2.338	eV
LUMO level (spin up / spin down)	0.53 / -3.10	eV
E_tot	-16033.7655	eV
charge	0